[1]
119
Properties=species:S:1:pos:R:3:forces:R:3:mulliken_charge:R:1 method="wB97M-V/def2-TZVPD" de_lowest_ev=3.9396 mol_weight_g_mol=854.2 homo_ev=-0.90 total_charge=-1 e_tot_ev=-75795.3868 largest_force_ev_per_a=1.4
Zr -0.133 -0.661 -0.699 -1.08 0.61 -0.21 0.168
N -1.064 1.724 -1.828 0.11 -0.10 -0.11 -0.138
N -1.653 1.368 -3.053 0.04 0.06 -0.12 -0.412
C -1.519 0.015 -3.446 0.03 0.09 0.03 -0.019
O -1.786 -0.290 -4.592 -0.06 0.04 -0.01 -0.780
O -1.170 -0.770 -2.488 -0.18 -0.20 -0.13 -0.023
H -1.634 2.423 -1.368 0.03 -0.05 0.03 0.180
H -0.103 2.045 -1.929 -0.06 -0.01 -0.01 0.289
H -1.518 2.004 -3.828 0.02 -0.04 0.07 0.314
C 3.097 -3.034 3.136 0.03 0.06 0.08 -0.934
O 2.837 -2.083 2.106 -0.34 0.05 -0.22 -0.269
C 1.660 -1.447 2.081 -0.01 0.01 -0.20 -0.342
O 1.191 -1.051 1.027 0.77 -0.24 1.13 0.147
N 1.018 -1.275 3.269 0.20 0.14 -0.18 -0.069
N -0.074 -0.379 3.307 -0.12 -0.03 -0.09 -0.573
H 3.823 -3.726 2.718 0.00 0.01 0.04 0.266
H 2.186 -3.567 3.407 0.03 -0.04 0.00 0.375
H 3.525 -2.548 4.016 0.00 -0.02 0.01 0.296
H 1.563 -1.309 4.115 -0.12 -0.09 -0.01 0.253
H 0.277 0.533 3.017 -0.01 -0.10 0.00 0.129
H -0.700 -0.659 2.532 -0.03 -0.03 0.13 -0.181
C -2.297 3.765 1.872 -0.01 0.01 0.00 -1.529
C -0.806 3.554 2.157 0.03 0.03 0.01 2.606
C 0.014 4.784 1.745 -0.03 0.00 0.02 -1.836
C -0.587 3.224 3.638 0.00 0.01 0.01 -1.783
C -0.349 2.413 1.350 0.21 -0.17 -0.32 -0.875
N 0.001 1.537 0.694 -0.25 0.17 0.43 -0.302
H -2.659 4.596 2.479 -0.01 0.01 0.01 0.469
H -2.874 2.873 2.118 -0.01 -0.01 0.01 0.170
H -2.465 4.007 0.823 0.00 0.00 -0.02 0.395
H -0.295 5.637 2.351 0.00 0.01 0.00 0.490
H -0.144 5.026 0.695 0.01 0.00 -0.02 0.356
H 1.081 4.617 1.889 0.00 0.00 0.01 0.296
H -0.945 4.059 4.242 0.01 0.01 0.00 0.464
H 0.471 3.076 3.853 0.01 -0.01 0.00 0.385
H -1.134 2.327 3.930 -0.01 -0.02 0.00 0.327
C -4.834 0.385 1.478 0.02 -0.06 -0.10 -1.784
C -4.229 -0.868 2.127 -0.01 -0.03 -0.08 2.599
C -3.354 -0.329 3.262 0.07 -0.02 0.03 -1.330
C -5.366 -1.695 2.734 -0.02 -0.02 0.00 -1.945
P -3.110 -1.753 0.853 -0.20 0.07 -0.09 -1.984
N -1.787 -0.964 0.648 0.38 -0.04 0.01 2.249
C -4.088 -1.937 -0.766 -0.02 0.02 0.01 3.057
C -3.346 -2.967 -1.632 0.10 -0.12 -0.01 -2.624
C -4.043 -0.598 -1.537 0.08 0.03 0.15 -2.188
C -5.553 -2.381 -0.658 0.01 0.02 0.02 -2.035
C -2.776 -3.506 1.515 -0.01 0.04 0.03 3.085
C -1.544 -4.063 0.788 0.05 0.00 -0.01 -2.224
C -2.412 -3.430 3.005 0.01 -0.05 0.03 -2.042
C -3.925 -4.510 1.375 -0.02 -0.03 0.03 -2.157
H -5.231 1.027 2.271 -0.01 0.01 -0.01 0.631
H -5.656 0.158 0.807 -0.05 -0.04 -0.14 0.249
H -4.080 0.947 0.928 0.05 0.02 -0.06 0.115
H -3.970 0.306 3.906 -0.01 -0.02 0.02 0.603
H -2.553 0.279 2.845 0.04 0.06 0.01 -0.062
H -2.908 -1.102 3.883 0.03 0.06 -0.03 0.223
H -5.984 -1.038 3.355 -0.01 0.01 0.00 0.534
H -4.999 -2.493 3.380 -0.07 0.03 -0.04 0.310
H -6.015 -2.140 1.983 -0.03 0.00 -0.06 0.271
H -2.284 -2.745 -1.740 -0.08 -0.05 -0.02 0.487
H -3.780 -2.941 -2.634 0.01 0.01 -0.01 0.661
H -3.456 -3.984 -1.256 0.00 0.08 -0.08 0.308
H -3.148 -0.021 -1.303 -0.12 -0.05 0.02 0.070
H -4.919 0.014 -1.341 -0.13 0.09 0.12 0.351
H -4.016 -0.804 -2.608 -0.03 0.01 -0.01 0.650
H -5.688 -3.313 -0.114 0.01 -0.01 0.00 0.266
H -5.930 -2.539 -1.673 -0.01 0.01 -0.01 0.542
H -6.186 -1.623 -0.200 -0.02 0.06 0.06 0.323
H -0.775 -3.300 0.652 -0.01 -0.05 0.06 -0.004
H -1.774 -4.463 -0.196 0.05 0.05 0.01 0.256
H -1.116 -4.873 1.387 -0.02 -0.04 0.01 0.563
H -1.590 -2.743 3.197 0.09 0.08 -0.04 0.148
H -2.090 -4.426 3.324 0.01 -0.02 0.01 0.641
H -3.254 -3.147 3.635 0.10 -0.04 -0.02 0.388
H -4.187 -4.704 0.337 0.00 -0.01 0.09 0.398
H -4.824 -4.200 1.908 -0.02 0.00 0.00 0.256
H -3.602 -5.462 1.807 0.01 -0.01 0.02 0.530
C 5.637 6.164 -2.806 0.00 0.00 0.00 -1.572
C 4.908 5.333 -1.784 -0.03 0.01 0.01 0.993
C 4.512 5.925 -0.584 -0.01 -0.02 0.03 -0.978
C 3.801 5.179 0.346 0.03 0.01 -0.03 -0.843
C 3.530 3.847 0.105 -0.03 -0.02 0.00 -0.893
C 3.937 3.222 -1.091 -0.02 0.00 0.01 -0.052
N 3.607 1.911 -1.284 -0.18 0.04 0.10 0.436
C 4.358 0.880 -1.902 0.05 -0.16 0.08 -0.441
C 5.715 0.991 -2.061 0.12 -0.18 0.14 0.070
C 6.484 0.009 -2.707 0.02 0.03 0.02 -1.125
C 5.803 -1.120 -3.177 0.04 -0.03 -0.04 -0.462
C 4.452 -1.293 -2.999 -0.02 -0.02 0.01 -1.131
C 3.633 -0.320 -2.306 0.05 -0.02 0.11 0.790
C 2.313 -0.536 -2.048 0.12 -0.07 -0.08 0.207
O 1.640 -1.681 -2.495 -0.11 0.07 -0.08 -0.451
O 1.479 0.310 -1.349 0.10 0.04 -0.02 0.368
C 4.600 4.000 -2.064 0.13 0.08 -0.04 1.431
C 4.899 3.425 -3.420 -0.13 0.15 -0.19 -1.631
H 5.922 7.128 -2.384 0.01 0.02 0.00 0.382
H 5.017 6.353 -3.685 -0.01 0.00 -0.01 0.312
H 6.540 5.662 -3.159 0.01 -0.01 -0.01 0.311
H 4.762 6.960 -0.386 -0.01 0.02 0.00 0.306
H 3.486 5.634 1.280 0.00 0.01 0.00 0.391
H 3.024 3.241 0.849 -0.01 -0.03 0.01 0.609
H 2.791 1.576 -0.789 0.05 -0.02 -0.01 -0.276
H 6.199 1.889 -1.685 -0.01 -0.07 0.03 0.600
H 7.550 0.133 -2.842 0.02 0.00 0.00 0.334
H 6.355 -1.892 -3.706 0.00 -0.01 -0.01 0.352
H 3.963 -2.178 -3.384 0.00 -0.02 -0.01 0.288
H 4.353 2.496 -3.577 0.04 0.17 -0.08 0.350
H 5.959 3.192 -3.552 -0.05 -0.01 -0.02 0.348
H 4.615 4.135 -4.198 0.01 0.07 -0.03 0.544
C 0.320 -3.841 -3.288 -0.02 0.04 -0.03 -1.094
O 0.014 -3.289 -2.019 0.14 -0.06 0.03 -0.097
C 1.013 -2.463 -1.422 0.36 -0.24 -0.17 1.655
C 2.095 -3.309 -0.778 -0.06 0.06 -0.03 -1.488
H -0.489 -4.534 -3.523 0.01 0.00 0.00 0.229
H 1.268 -4.389 -3.280 -0.01 0.02 0.00 0.309
H 0.366 -3.063 -4.051 0.00 -0.02 0.01 0.361
H 2.542 -3.988 -1.511 -0.04 -0.01 0.01 0.397
H 1.688 -3.900 0.048 -0.01 0.02 0.02 0.098
H 2.887 -2.659 -0.403 0.00 0.00 -0.02 0.367

[2]
116
Properties=species:S:1:pos:R:3:forces:R:3:lowdin_spin:R:1 method="wB97M-V/def2-TZVPD" s2=0.76 de_lowest_ev=0.0000 mol_weight_g_mol=883.0 spin_multiplicity=2 homo_ev="-16.58 / -16.58" total_charge=+3 e_tot_ev=-66672.6542 largest_force_ev_per_a=0.5
Ir 0.370 0.774 -0.339 0.19 -0.03 0.07 0.000
C 1.314 0.798 2.464 -0.05 0.09 0.05 0.001
C 1.465 2.255 2.072 -0.09 -0.09 -0.05 0.000
N 0.763 2.522 0.766 0.05 -0.22 0.11 0.000
C 1.570 3.421 -0.099 0.00 0.00 -0.01 0.000
C 2.720 2.620 -0.677 0.03 0.02 -0.01 0.000
N 2.277 1.233 -1.056 -0.16 -0.07 0.07 0.000
C 3.214 0.183 -0.566 -0.03 -0.03 0.08 0.000
C 3.056 0.019 0.923 0.05 -0.06 0.00 0.000
N 1.608 -0.009 1.266 -0.27 -0.20 -0.08 0.002
H 0.294 0.570 2.771 -0.01 0.02 0.00 0.000
H 1.988 0.553 3.290 0.00 0.01 -0.01 0.000
H 2.515 2.511 1.944 -0.01 0.00 0.02 0.000
H 1.079 2.922 2.838 -0.08 0.02 0.04 0.000
H -0.114 2.988 0.979 0.35 -0.07 0.16 0.000
H 1.945 4.274 0.471 0.00 0.00 0.01 0.000
H 0.924 3.795 -0.890 0.01 0.01 0.00 0.000
H 3.538 2.528 0.036 0.00 0.01 0.00 0.000
H 3.120 3.122 -1.557 0.01 -0.01 0.00 0.000
H 2.282 1.183 -2.067 0.03 0.02 0.01 0.000
H 4.244 0.423 -0.839 0.00 0.02 0.04 0.000
H 2.929 -0.744 -1.052 0.06 0.07 0.05 0.000
H 3.538 0.825 1.472 0.01 -0.01 0.00 0.000
H 3.539 -0.905 1.238 -0.02 -0.03 0.04 0.000
H 1.318 -0.978 1.427 0.05 0.01 0.06 0.000
C -3.379 -2.381 2.906 0.00 0.03 -0.02 0.026
C -1.918 -2.567 2.941 0.07 0.03 0.05 0.150
C -1.130 -3.072 3.927 -0.04 0.02 -0.01 -0.004
C 0.182 -3.037 3.438 0.00 0.03 0.00 0.226
N 0.169 -2.494 2.147 0.15 0.10 -0.16 0.215
N -1.048 -2.219 1.849 -0.09 0.00 0.09 0.241
B -1.544 -1.908 0.351 -0.16 0.04 -0.08 0.019
N -0.465 -2.150 -0.681 0.23 -0.01 0.15 0.000
N 0.424 -1.248 -1.248 -0.29 0.12 -0.21 0.000
C 1.088 -1.952 -2.222 0.11 0.00 0.16 0.001
C 0.632 -3.273 -2.199 0.05 -0.01 0.01 0.000
C -0.329 -3.368 -1.239 -0.01 -0.05 0.03 0.000
C -1.095 -4.588 -0.851 0.01 0.01 0.02 0.000
C 2.221 -1.711 -3.264 -0.07 0.01 -0.11 0.000
C 1.705 -2.197 -4.642 -0.01 0.03 -0.02 0.000
C 3.405 -2.615 -2.862 0.00 -0.01 -0.01 0.000
C 2.784 -0.314 -3.541 0.05 -0.05 -0.06 0.000
N -2.238 -0.564 0.236 -0.08 -0.09 -0.05 0.005
N -1.632 0.599 0.644 0.11 0.02 -0.03 0.003
C -2.648 1.467 0.920 -0.02 0.08 -0.04 0.001
C -3.863 0.860 0.605 -0.01 -0.11 0.24 0.002
C -3.577 -0.412 0.167 0.03 0.00 0.05 -0.001
C -4.525 -1.434 -0.363 0.03 0.01 0.00 0.001
C -2.590 2.849 1.574 -0.06 -0.01 -0.02 0.000
C -4.020 3.357 1.830 0.03 0.09 -0.06 0.000
C -1.897 3.929 0.714 -0.12 0.02 -0.08 0.000
C -1.958 2.710 2.966 -0.10 0.01 0.06 0.000
C 1.427 -3.499 4.100 0.02 0.04 0.01 0.032
C 2.672 -3.228 3.254 0.00 0.00 -0.03 0.001
C 1.543 -2.778 5.459 0.00 -0.04 0.01 0.020
C 1.279 -5.019 4.351 -0.01 -0.01 -0.04 0.024
H -3.793 -2.551 3.897 -0.01 -0.01 -0.01 0.000
H -3.837 -3.098 2.220 0.00 0.00 -0.02 0.010
H -3.645 -1.376 2.575 -0.01 0.01 -0.01 0.007
H -1.458 -3.433 4.887 0.00 0.00 0.00 -0.003
H -2.382 -2.742 0.208 -0.04 -0.01 -0.03 0.012
H 0.975 -4.085 -2.813 -0.02 0.00 0.00 0.000
H -0.748 -5.425 -1.453 0.01 -0.01 0.01 0.000
H -2.164 -4.469 -1.022 0.00 0.00 -0.02 0.000
H -0.945 -4.844 0.199 -0.01 0.01 0.01 0.000
H 1.179 -3.146 -4.611 0.02 -0.02 0.02 0.000
H 2.563 -2.318 -5.304 -0.01 0.02 -0.01 0.000
H 1.042 -1.466 -5.106 -0.05 0.01 0.02 0.000
H 3.144 -3.670 -2.915 0.02 0.01 0.00 0.000
H 3.755 -2.413 -1.847 0.03 -0.02 0.00 0.000
H 4.238 -2.444 -3.545 -0.01 0.00 -0.01 0.000
H 2.004 0.442 -3.572 -0.10 0.12 -0.11 0.000
H 3.233 -0.321 -4.534 -0.01 0.00 0.00 0.000
H 3.588 -0.025 -2.867 -0.05 0.01 -0.09 0.000
H -4.844 1.292 0.681 0.00 -0.01 0.01 0.000
H -5.497 -0.971 -0.518 0.00 0.00 0.01 0.000
H -4.662 -2.274 0.314 0.00 -0.02 0.03 0.001
H -4.179 -1.832 -1.317 0.01 -0.01 0.00 0.000
H -4.568 3.522 0.903 -0.03 -0.01 -0.02 0.000
H -3.959 4.314 2.348 -0.01 0.00 0.00 0.000
H -4.587 2.674 2.463 0.02 0.02 0.00 0.000
H -2.622 4.423 0.066 0.01 0.00 0.02 0.000
H -1.121 3.549 0.047 -0.44 0.17 -0.20 0.000
H -1.464 4.706 1.347 -0.02 0.03 0.00 0.000
H -2.642 2.177 3.628 0.02 -0.01 0.00 0.000
H -1.774 3.692 3.405 -0.02 -0.02 -0.01 0.000
H -1.040 2.144 2.958 0.40 -0.12 -0.02 0.000
H 2.946 -2.171 3.292 -0.02 0.04 -0.06 0.000
H 2.537 -3.531 2.215 0.01 -0.02 0.02 0.000
H 3.512 -3.792 3.658 0.01 0.03 0.03 0.000
H 1.556 -1.693 5.339 0.01 0.00 -0.01 0.000
H 2.477 -3.080 5.935 -0.01 0.00 0.01 0.003
H 0.726 -3.044 6.129 0.00 0.01 0.00 0.000
H 1.236 -5.573 3.413 0.00 0.00 0.00 0.000
H 0.388 -5.247 4.934 0.00 0.00 0.00 0.000
H 2.148 -5.360 4.913 0.00 0.00 0.00 0.004
C -0.953 0.330 -3.555 0.03 0.02 0.01 0.000
P -0.844 1.569 -2.236 0.07 0.09 0.02 0.000
C -2.616 1.914 -2.073 0.02 -0.01 -0.09 0.000
C -0.200 3.074 -3.031 -0.03 0.01 0.01 0.000
C -0.731 4.321 -2.686 -0.02 -0.01 -0.01 0.000
C -0.243 5.483 -3.262 0.00 0.00 0.00 0.000
C 0.780 5.422 -4.199 0.01 0.01 0.00 0.000
C 1.294 4.189 -4.575 0.01 0.00 0.00 0.000
C 0.804 3.024 -4.000 0.00 -0.02 0.04 0.000
H 0.014 0.005 -3.914 0.13 -0.04 -0.05 0.000
H -1.513 0.765 -4.384 0.00 -0.01 0.00 0.000
H -1.484 -0.543 -3.175 0.01 0.00 0.02 0.000
H -3.133 0.987 -1.827 0.04 0.08 -0.05 0.000
H -2.956 2.259 -3.051 0.01 0.01 -0.01 0.000
H -2.867 2.659 -1.330 0.02 0.06 0.01 0.000
H -1.549 4.398 -1.983 0.00 -0.01 0.00 0.000
H -0.677 6.438 -2.995 0.00 0.00 0.00 0.000
H 1.154 6.328 -4.655 0.00 0.00 0.00 0.000
H 2.059 4.131 -5.337 0.00 0.00 0.00 0.000
H 1.179 2.080 -4.365 0.04 -0.11 0.00 0.000